{"formula": "C3H6N2S", "method": "ωB97M-V with the def2-TZVPD basis set", "elements": ["S", "C", "C", "N", "H", "H", "H", "C", "H", "H", "N", "H"], "xyz": [[2.084834, 1.887187, 1.061595], [-1.612524, -0.814464, -0.339690], [1.837204, 0.788057, -0.121351], [-0.643645, 0.581864, 1.363025], [-1.521826, -0.863863, -1.623592], [1.113997, -0.574294, -1.090914], [2.475298, 0.644695, -0.943965], [-0.639390, -0.057573, 0.253063], [-2.550500, -0.566537, 0.003722], [0.261582, 1.068742, 1.616094], [0.691137, -0.130170, -0.244307], [-1.496167, -1.963642, 0.066321]], "forces_ev_per_a": [[0.538, -0.135, -0.710], [-0.880, -6.109, -4.724], [-3.994, -0.583, 2.579], [-1.697, 0.502, -0.131], [-0.417, 0.228, 3.952], [-2.532, -0.605, 0.634], [1.044, -0.199, -0.826], [6.297, 3.432, 4.004], [-2.180, 0.838, 0.337], [-1.338, -1.091, -0.471], [5.226, 1.143, -3.372], [-0.065, 2.580, -1.271]], "fmax_ha_per_bohr": 0.1597, "multiplicity": 1, "smiles": "[H]/N=C(/C)NC=S", "e_homo_ev": -8.72, "orbital_gap_ev": 8.67, "relative_energy_kj_mol": 285.1}